(1)
C33H49BClI2N8O2PRb | ωB97M-V with the def2-TZVPD basis set

Each line ends with the Löwdin charge.
Atoms and positions in Å:
Rb (-0.73, -0.30, 0.32)  0.8085
C (-0.47, 0.30, 5.33)  -0.0637
C (-0.98, -0.37, 4.21)  -0.1638
N (-0.18, -0.26, 3.17)  -0.0267
N (0.87, 0.48, 3.58)  -0.0075
C (0.71, 0.84, 4.88)  -0.0674
B (1.99, 0.99, 2.67)  -0.6687
N (2.67, -0.17, 1.84)  0.0090
C (3.99, -0.21, 1.52)  -0.0936
C (4.26, -1.42, 0.92)  -0.0764
C (3.02, -2.07, 0.93)  -0.2092
N (2.07, -1.32, 1.46)  0.0440
N (1.50, 2.10, 1.72)  -0.0136
C (2.24, 2.96, 1.00)  -0.0958
C (1.39, 3.71, 0.21)  -0.0635
C (0.12, 3.21, 0.53)  -0.1783
N (0.18, 2.25, 1.43)  -0.0056
N (3.11, 1.56, 3.57)  -0.0509
C (3.92, 0.83, 4.39)  -0.1120
C (4.57, 1.70, 5.22)  -0.0723
C (4.07, 2.96, 4.85)  -0.1641
N (3.19, 2.87, 3.87)  0.0812
H (-0.89, 0.39, 6.31)  0.0864
H (-1.90, -0.93, 4.11)  0.1015
H (1.44, 1.45, 5.39)  0.1146
H (4.64, 0.62, 1.76)  0.1249
H (5.22, -1.77, 0.57)  0.0932
H (2.79, -3.08, 0.62)  0.0689
H (3.31, 3.02, 1.14)  0.1138
H (1.65, 4.50, -0.47)  0.0882
H (-0.85, 3.50, 0.14)  0.0886
H (3.96, -0.25, 4.32)  0.1269
H (5.29, 1.46, 5.99)  0.0855
H (4.32, 3.93, 5.25)  0.0949
I (-2.83, 3.83, -3.43)  0.7049
C (-2.49, 1.76, -3.69)  -1.1673
I (-0.44, 1.28, -3.91)  0.8378
H (-3.00, 1.43, -4.58)  -0.0344
H (-2.81, 1.21, -2.81)  -0.0990
Cl (-3.71, 1.94, -0.17)  0.5672
C (-4.51, 0.39, -0.65)  -0.4438
C (-3.40, -0.66, -0.75)  -0.8762
O (-3.18, -1.34, 0.27)  -0.1491
O (-2.73, -0.67, -1.82)  -0.1586
H (-5.00, 0.57, -1.59)  0.0743
H (-5.21, 0.15, 0.14)  0.0746
C (3.69, -6.74, -1.72)  -0.1891
C (2.97, -6.31, -0.45)  -0.1876
C (1.79, -5.40, -0.79)  -0.1984
C (2.15, -4.43, -1.95)  -0.3990
C (3.67, -4.21, -2.03)  -0.1953
C (4.37, -5.53, -2.39)  -0.1713
P (1.24, -2.86, -1.88)  1.2809
C (-0.55, -2.98, -2.10)  -0.4109
C (-0.87, -3.49, -3.54)  -0.1581
C (-1.26, -4.96, -3.50)  -0.1876
C (-2.57, -5.15, -2.71)  -0.1748
C (-2.67, -4.16, -1.54)  -0.1720
C (-1.29, -3.79, -1.01)  -0.1855
C (1.90, -1.56, -2.95)  -0.4160
C (2.97, -0.72, -2.25)  -0.2012
C (3.34, 0.49, -3.12)  -0.1744
C (3.64, 0.10, -4.58)  -0.1743
C (3.66, -1.41, -4.79)  -0.1966
C (2.33, -2.05, -4.36)  -0.1859
H (2.96, -7.19, -2.40)  0.1144
H (4.43, -7.51, -1.51)  0.1108
H (3.67, -5.79, 0.22)  0.1175
H (2.60, -7.17, 0.11)  0.1168
H (1.47, -4.85, 0.10)  0.1044
H (0.94, -6.01, -1.10)  0.1035
H (1.84, -4.90, -2.90)  0.1238
H (4.03, -3.84, -1.06)  0.1029
H (3.92, -3.44, -2.76)  0.0842
H (5.41, -5.46, -2.08)  0.1147
H (4.37, -5.65, -3.47)  0.1119
H (-0.93, -1.95, -2.05)  0.0622
H (-0.04, -3.33, -4.22)  0.0922
H (-1.70, -2.89, -3.91)  0.1324
H (-0.46, -5.54, -3.03)  0.0953
H (-1.36, -5.36, -4.51)  0.1142
H (-2.63, -6.18, -2.35)  0.1087
H (-3.42, -5.01, -3.38)  0.1113
H (-3.28, -4.57, -0.74)  0.1217
H (-3.16, -3.24, -1.86)  0.1034
H (-0.75, -4.69, -0.74)  0.0927
H (-1.40, -3.18, -0.11)  0.0940
H (1.01, -0.93, -3.06)  0.0055
H (3.86, -1.32, -2.03)  0.1007
H (2.61, -0.37, -1.27)  0.0999
H (4.20, 0.99, -2.67)  0.1160
H (2.52, 1.21, -3.07)  0.0647
H (4.59, 0.52, -4.90)  0.1094
H (2.88, 0.54, -5.25)  0.1051
H (4.49, -1.85, -4.23)  0.1080
H (3.84, -1.65, -5.84)  0.1171
H (2.41, -3.14, -4.41)  0.0964
H (1.55, -1.76, -5.07)  0.1141

Properties
Multiplicity: 2
Energy relative to the best compared isomer or geometry (same formula, charge and spin) (kcal per mole): 18.3
E_LUMO (spin up / spin down) (eV): -0.04 / -2.94
HOMO-LUMO gap (spin up / spin down) (eV): 8.2 / 5.3
F_max (eV Å⁻¹): 0.7
E_HOMO (spin up / spin down) (eV): -8.268 / -8.268
Total charge: 0

(2)
C32H25BrN3NaO5 | ωB97M-V with the def2-TZVPD basis set

Each line ends with the Löwdin charge.
Atoms and positions in Å:
Na (-0.31, 1.59, 0.34)  0.3225
C (-1.63, 0.82, -4.16)  -0.0388
C (-1.83, -0.14, -3.01)  -0.2509
C (-1.06, -1.30, -2.90)  -0.0298
C (-1.23, -2.18, -1.84)  -0.2683
C (-0.36, -3.41, -1.71)  -0.0479
C (-2.20, -1.89, -0.88)  -0.0325
C (-2.98, -0.75, -0.95)  -0.2537
C (-3.97, -0.40, 0.13)  -0.0464
C (-2.78, 0.12, -2.03)  -0.0059
H (-2.35, 0.63, -4.96)  0.0772
H (-0.63, 0.73, -4.59)  0.0578
H (-1.76, 1.85, -3.83)  0.0809
H (-0.29, -1.50, -3.65)  0.1141
H (-0.81, -4.27, -2.20)  0.0730
H (-0.20, -3.67, -0.66)  0.0707
H (0.63, -3.25, -2.16)  0.0669
H (-2.31, -2.56, -0.03)  0.1121
H (-4.94, -0.12, -0.30)  0.0741
H (-3.62, 0.44, 0.73)  0.0606
H (-4.14, -1.26, 0.79)  0.0706
H (-3.35, 1.04, -2.08)  0.1257
Br (2.39, 1.60, -7.04)  0.6233
C (1.86, 1.84, -5.22)  -0.7289
C (1.32, 3.06, -4.79)  -0.1567
C (0.93, 3.24, -3.49)  -0.0228
C (1.05, 2.20, -2.49)  -0.3839
O (0.64, 2.35, -1.31)  -0.0745
C (1.64, 0.97, -2.97)  -0.1408
C (1.84, -0.19, -2.10)  -0.1154
N (1.63, -0.20, -0.85)  0.1398
C (1.94, -1.34, -0.09)  -0.2073
C (3.05, -2.11, -0.27)  -0.0341
C (3.33, -3.20, 0.60)  -0.0942
C (2.51, -3.49, 1.65)  -0.0612
C (1.36, -2.69, 1.88)  -0.1668
C (0.49, -2.90, 2.98)  -0.0265
C (-0.57, -2.08, 3.15)  -0.0343
C (-0.80, -1.03, 2.22)  -0.1053
N (-0.02, -0.82, 1.19)  0.1470
C (1.07, -1.62, 1.01)  -0.1550
C (2.02, 0.82, -4.32)  -0.1407
H (1.20, 3.87, -5.51)  0.0884
H (0.50, 4.18, -3.16)  0.1075
H (2.18, -1.10, -2.61)  0.1167
H (3.74, -1.86, -1.07)  0.1026
H (4.22, -3.80, 0.43)  0.0925
H (2.74, -4.31, 2.32)  0.1018
H (0.70, -3.70, 3.67)  0.1092
H (-1.24, -2.19, 4.00)  0.1045
H (-1.64, -0.35, 2.33)  0.1122
H (2.44, -0.13, -4.64)  0.0996
O (-0.60, 2.93, 7.37)  -0.0687
C (0.44, 2.48, 6.84)  -0.6980
O (1.50, 2.07, 7.39)  -0.0876
C (0.41, 2.34, 5.31)  -0.1166
C (1.54, 1.97, 4.60)  -0.0259
C (1.47, 1.84, 3.22)  -0.1343
N (0.34, 2.02, 2.52)  0.0735
C (-0.76, 2.39, 3.20)  -0.1723
C (-0.75, 2.57, 4.58)  0.0457
C (-2.08, 2.52, 2.39)  -0.6195
O (-2.99, 3.17, 2.91)  -0.0095
O (-2.09, 1.91, 1.27)  -0.1314
H (2.46, 1.78, 5.15)  0.1004
H (2.35, 1.56, 2.65)  0.0995
H (-1.66, 2.88, 5.08)  0.1160

Properties
Energy relative to the best compared isomer or geometry (same formula, charge and spin) (kcal per mole): 0.0
E_LUMO (eV): 3.57
HOMO-LUMO gap (eV): 6.4
F_max (eV Å⁻¹): 1.4
E_HOMO (eV): -2.877
Total charge: -2

(3)
C6H17N2 | ωB97M-V with the def2-TZVPD basis set

Each line ends with the Löwdin charge.
Atoms and positions in Å:
C (-1.37, 1.18, -1.73)  -0.0474
C (-0.08, 0.42, -1.84)  -0.2511
N (1.05, 1.59, -1.81)  0.1834
C (0.34, -0.44, -0.63)  -0.1626
C (0.73, 0.24, 0.72)  -0.2275
C (-0.36, 0.12, 1.74)  -0.2007
C (-0.30, -1.30, 2.41)  -0.2483
N (-0.27, -2.48, 1.53)  -0.0028
H (-2.09, 0.91, -0.97)  0.0838
H (-1.33, 2.28, -1.81)  0.0933
H (-1.97, 0.93, -2.64)  0.1037
H (0.28, -0.14, -2.79)  0.1766
H (1.23, 1.99, -0.87)  0.1355
H (0.82, 2.27, -2.54)  0.1581
H (1.92, 1.18, -2.15)  0.1513
H (-0.30, -1.25, -0.27)  0.0956
H (1.28, -0.90, -1.08)  0.1270
H (1.15, 1.28, 0.82)  0.1068
H (1.74, -0.20, 0.88)  0.1242
H (-1.33, 0.18, 1.25)  0.1019
H (-0.30, 0.88, 2.52)  0.1194
H (0.75, -1.23, 2.88)  0.1324
H (-0.98, -1.40, 3.23)  0.0969
H (-1.11, -3.03, 1.48)  0.0734
H (0.51, -3.09, 1.69)  0.0771

Properties
Energy relative to the best compared isomer or geometry (same formula, charge and spin) (kcal per mole): 44.8
E_LUMO (eV): -3.26
HOMO-LUMO gap (eV): 8.9
F_max (eV Å⁻¹): 3.2
Structure (SMILES): C[C@@H]([NH3+])CCCCN
E_HOMO (eV): -12.209
Total charge: +1

F_max of number 3 (C6H17N2)? 3.2 eV Å⁻¹